Entry 1:
Density functional theory data (ωB97M-V/def2-TZVPD) for a molecular structure, C29H46HfP2Se in a non-equilibrium geometry.

The geometry in ORCA input format:
```
! RIJCOSX wB97M-V def2-TZVPD def2/J DEFGRID3
* xyz 2 1
Hf 0.3773 0.0673 -0.5047
C -0.7876 -1.8281 1.6011
C 0.4559 -1.8952 0.7903
C 0.8725 -0.8652 2.8618
C -0.5169 -1.1589 2.7933
C 1.4966 -1.2782 1.6744
C -1.9960 -2.6710 1.4687
H -1.9690 -3.3579 0.6205
H -2.9162 -2.0682 1.4181
H -2.0918 -3.3044 2.3651
C -1.4977 -0.9835 3.8987
H -2.3410 -1.6771 3.7974
H -1.9146 0.0306 3.8868
H -1.0447 -1.1498 4.8848
C 1.6181 -0.4049 4.0631
H 1.0187 -0.5007 4.9769
H 1.9139 0.6479 3.9546
H 2.5412 -0.9839 4.2263
C 2.9609 -1.5284 1.5945
H 3.2676 -2.2452 2.3766
H 3.5227 -0.5996 1.7789
H 3.2742 -1.9515 0.6322
C 0.8241 -3.1671 0.0754
H 1.1896 -3.9017 0.8110
H 1.6315 -3.0106 -0.6516
H -0.0354 -3.6177 -0.4370
C -1.3696 1.1033 -2.6194
C -1.9373 -0.0630 -3.4618
C -1.0503 -1.0127 -4.2828
C 0.4389 -1.1697 -3.9532
C 0.7853 -1.0210 -2.4245
C 1.7277 0.2700 -2.2143
C 1.2646 1.6492 -2.8322
C -0.1756 1.8305 -3.2842
H -1.1407 -0.7255 -5.3439
H 1.0772 -0.5049 -4.5712
H -1.5345 -2.0008 -4.2824
H -0.2353 1.5940 -4.3545
H -2.1452 1.8954 -2.6835
H -2.6998 0.3269 -4.1491
H -0.3889 2.9125 -3.2620
H 1.5604 2.4976 -2.1943
H 2.6240 -0.0423 -2.7885
H 1.8833 1.7858 -3.7364
H 0.6842 -2.2150 -4.2144
H 1.3813 -1.9190 -2.1941
P -2.8757 -0.6557 -2.0132
C -4.4461 0.0297 -1.5200
C -2.5413 -2.3904 -1.8401
P 3.2550 0.6309 -0.8073
C -1.6096 0.5094 -1.2091
C 4.5981 -0.4712 -1.3910
C 3.9615 2.2998 -1.0971
H -4.2884 0.7619 -0.7188
H -5.0854 -0.7748 -1.1272
H -4.9874 0.5427 -2.3259
H -2.0467 -2.8925 -2.6847
H -3.5064 -2.8953 -1.6806
H -1.9060 -2.5526 -0.9661
H 3.6413 2.8252 -2.0174
H 5.0602 2.1839 -1.0973
H 3.6808 2.8860 -0.2019
H -2.1856 1.1867 -0.5732
H -0.2297 -1.1762 -1.8856
H 5.2571 -0.5425 -0.5004
H 5.1625 -0.0446 -2.2435
H 4.2281 -1.4853 -1.6399
Se 0.5251 2.1488 1.0463
C -0.5730 2.7386 2.5767
C -1.3148 3.9202 2.4017
C -1.8567 4.5858 3.5076
C -1.7561 4.0202 4.7882
C -1.1258 2.7796 4.9529
C -0.5459 2.1526 3.8488
H -1.4217 4.3164 1.3905
H -2.3529 5.5476 3.3648
H -2.1684 4.5402 5.6530
H -1.0795 2.3009 5.9356
H -0.0703 1.1852 3.9639
*
```

Summary:
Largest force on an atom ... 7.74 eV/Å
Gap between HOMO and LUMO ... 6.448 eV
ΔE to the lowest compared entry with this formula, charge and spin ... 0.00 kcal/mol
DFT total energy ... -4264.0580 Eh
HOMO energy ... -0.458 Eh

Entry 2:
Density functional theory data (ωB97M-V/def2-TZVPD) for a molecular structure, C29H46InN4O4S2SbTe.

The geometry in ORCA input format:
```
! RIJCOSX wB97M-V def2-TZVPD def2/J DEFGRID3
* xyz 2 1
In -0.5113 1.0722 -0.4818
O 4.6496 -0.9416 -2.8807
C 3.3563 -0.7755 -2.6081
O 2.9170 -0.4678 -1.5308
C 2.4852 -1.0056 -3.8042
C 2.9979 -1.2738 -5.0690
C 2.1028 -1.4400 -6.1132
C 0.7466 -1.3058 -5.8555
C 0.3484 -1.0238 -4.5527
N 1.1938 -0.8979 -3.5450
C -1.0785 -0.8005 -4.1498
O -1.9668 -0.5111 -5.0956
O -1.4413 -0.8424 -2.9949
H 5.1674 -0.7253 -2.0902
H 4.0639 -1.3573 -5.2211
H 2.4524 -1.6620 -7.1118
H 0.0357 -1.4505 -6.6595
H -1.5790 -0.4796 -5.9797
C 3.1871 3.5904 -3.7491
S 3.5839 3.0498 -2.0689
C 1.9942 2.8255 -1.3593
S 0.6291 2.3227 -2.3438
N 1.9383 3.0622 -0.0889
N 0.6898 2.8361 0.4452
C 0.2644 3.6484 1.3166
C -1.0823 3.4352 1.8466
C -1.5911 4.2614 2.8341
C -2.8763 4.0271 3.3023
C -3.5906 2.9685 2.7688
C -2.9942 2.1941 1.7823
N -1.7735 2.4177 1.3124
H 4.1288 3.5595 -4.2935
H 2.8088 4.6090 -3.7413
H 2.4772 2.9172 -4.2223
H 0.8689 4.4887 1.6489
H -0.9841 5.0629 3.2333
H -3.3071 4.6579 4.0677
H -4.5941 2.7443 3.1018
H -3.5218 1.3513 1.3577
C -4.3522 2.8517 -1.3890
Te -3.0099 1.3613 -2.1059
C -4.2338 -0.2784 -1.5463
H -5.0854 2.9948 -2.1794
H -3.8130 3.7812 -1.2238
H -4.8487 2.5347 -0.4811
H -4.5318 -0.1879 -0.5051
H -3.6570 -1.1835 -1.7114
H -5.1104 -0.2726 -2.1888
C -1.1422 0.3136 3.6641
C -1.2887 -0.9874 2.8724
C -1.2891 -2.1483 3.8686
C -2.5868 -1.0172 2.0659
Sb 0.3549 -1.0294 1.3901
C 2.2362 -0.6296 2.5226
C 3.4464 -1.0904 1.7269
C 2.1417 -1.4091 3.8284
C 2.3066 0.8750 2.7540
C 0.2984 -3.0200 0.4068
C -0.1963 -4.0754 1.3869
C 1.6867 -3.3900 -0.0923
C -0.6582 -2.8686 -0.7632
H -2.0524 0.4740 4.2504
H -0.9942 1.1905 3.0299
H -0.3150 0.2596 4.3697
H -2.0623 -1.9381 4.6144
H -0.3495 -2.2504 4.4052
H -1.5351 -3.1028 3.4161
H -3.4286 -0.7914 2.7281
H -2.7671 -2.0036 1.6354
H -2.5973 -0.2853 1.2506
H 3.4548 -2.1627 1.5607
H 4.3363 -0.8461 2.3164
H 3.5297 -0.5812 0.7726
H 1.9698 -2.4758 3.6709
H 1.3774 -1.0209 4.4975
H 3.1023 -1.3108 4.3429
H 2.4834 1.4163 1.8248
H 3.1532 1.0781 3.4174
H 1.4140 1.2736 3.2376
H 0.3672 -4.0982 2.3203
H -0.0740 -5.0523 0.9096
H -1.2555 -3.9605 1.6103
H 2.3784 -3.5813 0.7242
H 2.1073 -2.6296 -0.7459
H 1.6009 -4.3193 -0.6646
H -1.6333 -2.4727 -0.4660
H -0.8306 -3.8552 -1.2058
H -0.2431 -2.2201 -1.5306
*
```

Summary:
Largest force on an atom ... 0.53 eV/Å
Gap between HOMO and LUMO ... 7.262 eV
ΔE to the lowest compared entry with this formula, charge and spin ... 28.94 kcal/mol
DFT total energy ... -3146.9191 Eh
HOMO energy ... -0.488 Eh

Entry 3:
Density functional theory data (ωB97M-V/def2-TZVPD) for a molecular structure, C29H46InP2S in a non-equilibrium geometry.

The geometry in ORCA input format:
```
! RIJCOSX wB97M-V def2-TZVPD def2/J DEFGRID3
* xyz 1 1
In 0.5432 0.0746 0.5663
C -2.2051 1.4556 -1.8204
C -3.1019 0.3786 -1.5951
C -2.5384 1.2649 0.4498
C -1.8355 1.9933 -0.5537
C -3.3195 0.2677 -0.1968
C -1.7487 1.9362 -3.1413
H -0.9084 1.3437 -3.5372
H -1.4204 2.9803 -3.0824
H -2.5668 1.8703 -3.8724
C -0.9057 3.1189 -0.3156
H -0.6556 3.6224 -1.2568
H 0.0416 2.7855 0.1439
H -1.3468 3.8534 0.3727
C -2.4699 1.5055 1.9061
H -2.3246 2.5716 2.1203
H -1.6297 0.9681 2.3761
H -3.3935 1.1718 2.3965
C -4.1876 -0.7223 0.4752
H -5.0419 -0.9800 -0.1651
H -4.5736 -0.3204 1.4206
H -3.6517 -1.6585 0.7083
C -3.7067 -0.4543 -2.6559
H -4.3367 0.1554 -3.3211
H -4.3306 -1.2459 -2.2267
H -2.9375 -0.9266 -3.2866
C 2.0773 0.0678 -0.7803
C 1.6969 -0.9349 -1.8066
C 0.2519 -1.1606 -2.2060
C -0.5193 -2.0587 -1.1973
C -0.2294 -1.7156 0.2625
C 1.0911 -2.2698 0.8494
C 2.6011 -1.6078 1.0925
C 3.1790 -0.5357 0.1157
H 0.2132 -1.6598 -3.1899
H -0.2985 -3.1219 -1.3994
H -0.2722 -0.1947 -2.3320
H 3.9658 -1.0036 -0.4991
H 2.3176 1.0697 -1.1624
H 2.1667 -1.9085 -1.5951
H 3.6806 0.2571 0.6937
H 2.6439 -1.2219 2.1245
H 1.3698 -3.0657 0.1282
H 3.2700 -2.4851 1.0714
H -1.5972 -1.9370 -1.3756
H -1.0965 -1.9390 0.8920
P 2.8009 -1.0312 -3.7582
C 4.3002 -0.1120 -3.2468
C 1.9139 0.3772 -4.5292
P -0.2088 -4.5758 2.2879
C 0.7975 -2.9911 2.2229
C -1.9309 -3.9165 2.1390
C -0.1880 -4.7329 4.1262
H 4.1314 0.5044 -2.3550
H 4.6321 0.5043 -4.0921
H 5.0762 -0.8577 -3.0305
H 1.1190 -0.0398 -5.1610
H 2.6139 0.9309 -5.1657
H 1.4678 1.0486 -3.7841
H 0.7872 -5.1313 4.4331
H -0.9701 -5.4478 4.4103
H -0.3674 -3.7685 4.6201
H 1.7505 -3.3372 2.6576
H 0.3386 -2.2805 2.9290
H -2.0698 -2.9559 2.6567
H -2.6016 -4.6642 2.5834
H -2.1918 -3.8141 1.0771
S 1.0915 0.8857 2.8710
C 1.3094 2.5768 2.5551
C 0.3696 3.4895 3.0847
C 0.4389 4.8364 2.7441
C 1.4961 5.3069 1.9546
C 2.4712 4.4203 1.4862
C 2.3930 3.0632 1.7937
H -0.4096 3.0994 3.7406
H -0.3351 5.5169 3.1049
H 1.5640 6.3685 1.7132
H 3.3003 4.7880 0.8795
H 3.1505 2.3556 1.4566
*
```

Summary:
Largest force on an atom ... 5.89 eV/Å
Gap between HOMO and LUMO (spin up / spin down) ... 3.722 / 5.963 eV
ΔE to the lowest compared entry with this formula, charge and spin ... 93.07 kcal/mol
DFT total energy ... -2403.2194 Eh
HOMO energy (spin up / spin down) ... -0.371 / -0.368 Eh